Below is C69H85N3O3P3PbSTe as an isolated structure, with properties calculated with ωB97M-V with the def2-TZVPD basis set.

LUMO	-7.53	eV
F_max	0.647	eV/A
total charge	+3
E_HOMO	-14.15	eV
relative energy (zero: lowest compared OMol25 entry of this formula, charge and spin)	0.675	eV

```
166
C69H85N3O3P3PbSTe ωB97M-V with the def2-TZVPD basis set
Pb 1.0250 0.0482 0.8302
C 0.8197 1.9437 4.7080
C 1.0634 0.4688 4.3966
C 0.8378 -0.4001 5.6320
C 2.4611 0.2142 3.8195
C 3.6233 0.7157 4.6831
O 4.3141 1.6428 3.8217
C 3.7099 1.6582 2.6344
N 2.6707 0.9048 2.5229
C 4.3825 2.5478 1.6555
C 5.4050 3.3413 2.1917
C 6.1694 4.1762 1.3987
C 5.9477 4.2101 0.0336
C 4.9406 3.4322 -0.5113
C 4.1285 2.6127 0.2727
P 2.7849 1.7818 -0.6676
C 1.7691 3.1768 -1.2477
C 0.8426 2.9243 -2.2629
C 0.0523 3.9466 -2.7621
C 0.1702 5.2321 -2.2431
C 1.0839 5.4891 -1.2319
C 1.8820 4.4659 -0.7328
C 3.6575 1.2110 -2.1608
C 4.3795 0.0236 -2.0787
C 5.1212 -0.4255 -3.1602
C 5.1519 0.3158 -4.3337
C 4.4405 1.5037 -4.4205
C 3.6909 1.9510 -3.3419
H -0.2311 2.1093 4.9515
H 1.0870 2.5842 3.8617
H 1.3961 2.2717 5.5736
H 0.3413 0.1612 3.6235
H 1.4458 -0.0506 6.4693
H 1.0977 -1.4449 5.4487
H -0.2038 -0.3623 5.9496
H 2.5644 -0.8569 3.6429
H 4.3250 -0.0646 4.9678
H 3.3145 1.2572 5.5730
H 5.6102 3.2929 3.2493
H 6.9415 4.7858 1.8474
H 6.5508 4.8378 -0.6085
H 4.7772 3.4723 -1.5797
H 0.7751 1.9280 -2.6895
H -0.6568 3.7482 -3.5553
H -0.4415 6.0330 -2.6371
H 1.1916 6.4911 -0.8376
H 2.5929 4.6883 0.0533
H 4.3839 -0.5394 -1.1584
H 5.6843 -1.3468 -3.0867
H 5.7369 -0.0279 -5.1764
H 4.4738 2.0911 -5.3286
H 3.1418 2.8798 -3.4261
C -1.4757 -2.5213 3.5142
P -1.5771 -2.3633 1.6790
C -0.7729 -3.9589 1.1705
N -1.5379 -5.0049 0.9810
C -0.9884 -6.1906 0.6357
C -1.8135 -7.3251 0.4507
C -1.2388 -8.5184 0.1283
C 0.1671 -8.6316 -0.0404
C 0.9812 -7.5493 0.1136
C 0.4094 -6.3044 0.4656
N 1.1947 -5.2197 0.6512
C 0.6432 -4.0822 0.9850
P 1.8845 -2.7594 1.3808
C 2.1613 -3.2396 3.1304
C 3.5248 -3.1291 0.5866
C 3.3073 -3.1560 -0.9272
C 4.2106 -4.4153 1.0527
C 4.4151 -1.9448 1.0061
C -3.4173 -2.6171 1.4058
C -4.0621 -3.6686 2.3156
C -3.6515 -2.9608 -0.0673
C -4.0763 -1.2699 1.7193
H -1.8057 -3.5045 3.8472
H -2.1082 -1.7594 3.9710
H -0.4607 -2.3505 3.8620
H -2.8823 -7.2195 0.5802
H -1.8565 -9.3968 -0.0020
H 0.5922 -9.5941 -0.2907
H 2.0526 -7.6181 -0.0197
H 2.2431 -4.3265 3.1619
H 1.3319 -2.9319 3.7588
H 3.0818 -2.8070 3.5200
H 2.7209 -4.0300 -1.2159
H 4.2722 -3.2201 -1.4348
H 2.8006 -2.2582 -1.2910
H 3.6112 -5.2973 0.8446
H 4.4487 -4.3881 2.1165
H 5.1565 -4.5019 0.5126
H 3.9325 -0.9717 0.8721
H 5.3314 -1.9515 0.4119
H 4.7117 -2.0249 2.0538
H -3.5560 -4.6305 2.2788
H -5.0918 -3.8152 1.9807
H -4.1087 -3.3263 3.3502
H -3.3494 -3.9831 -0.2834
H -3.1128 -2.2797 -0.7331
H -4.7164 -2.8715 -0.2951
H -3.8113 -0.9026 2.7144
H -5.1603 -1.4034 1.7000
H -3.8243 -0.5082 0.9838
C -5.3515 4.6232 -4.9195
C -4.5760 3.8598 -3.8830
C -4.6891 4.1571 -2.5304
C -3.9902 3.4783 -1.5336
C -4.2574 3.8808 -0.1054
C -3.1250 2.4633 -1.9466
Te -1.9185 1.1360 -0.7945
C -2.9906 2.1278 -3.2967
C -2.0848 1.0128 -3.7772
C -3.7184 2.8304 -4.2452
H -6.1470 5.2109 -4.4664
H -5.7948 3.9483 -5.6509
H -4.6959 5.3067 -5.4618
H -5.3695 4.9430 -2.2238
H -5.0919 4.5775 -0.0730
H -3.3980 4.3887 0.3386
H -4.5124 3.0269 0.5173
H -2.6585 0.1261 -4.0538
H -1.3214 0.6854 -3.0503
H -1.5194 1.3257 -4.6562
H -3.6099 2.5625 -5.2913
C -5.2182 4.6174 6.3491
C -4.3062 4.0888 5.2810
C -4.7150 3.0790 4.4154
C -3.8751 2.5879 3.4261
C -2.6131 3.1440 3.2982
C -2.1624 4.1457 4.1552
C -3.0160 4.6091 5.1368
S -1.4958 2.5141 2.0770
C -0.8848 4.0101 1.2889
O -2.4934 1.8357 1.0682
H -6.1998 4.1514 6.3061
H -5.3429 5.6959 6.2472
H -4.7947 4.4346 7.3377
H -5.7107 2.6658 4.5121
H -4.2057 1.8012 2.7635
H -1.1682 4.5669 4.0618
H -2.6802 5.3941 5.8027
H -0.9225 3.8397 0.2103
H 0.1523 4.1430 1.5938
H -1.4902 4.8652 1.5792
C -1.5242 -2.2962 -7.6097
C -0.9355 -2.1932 -6.2356
C -0.1560 -1.1023 -5.8628
C 0.3529 -0.9726 -4.5840
C 1.3083 0.1570 -4.3055
C 0.0485 -1.9663 -3.6236
C 0.2693 -1.7709 -2.2138
O 0.4874 -0.6735 -1.6736
C -0.6320 -3.1501 -4.0270
C -0.8339 -4.3274 -3.1123
C -1.1267 -3.2228 -5.3121
H -1.2108 -1.4741 -8.2487
H -2.6142 -2.2944 -7.5516
H -1.2343 -3.2353 -8.0824
H 0.0805 -0.3447 -6.6017
H 2.1386 0.0897 -5.0106
H 1.7158 0.1273 -3.3013
H 0.8415 1.1319 -4.4661
H 0.1650 -2.6567 -1.5743
H -1.5893 -4.1288 -2.3551
H 0.0917 -4.6074 -2.6086
H -1.1678 -5.1878 -3.6897
H -1.6663 -4.1102 -5.6219
```

***

Below is C69H86CsN5O3P3SbSi as an isolated structure, with properties calculated with ωB97M-V with the def2-TZVPD basis set.

LUMO	2.72	eV
F_max	2.148	eV/A
total charge	-2
E_HOMO	-1.12	eV
relative energy (zero: lowest compared OMol25 entry of this formula, charge and spin)	1.606	eV

```
169
C69H86CsN5O3P3SbSi ωB97M-V with the def2-TZVPD basis set
Cs -0.1255 0.2922 -0.9482
C 6.4551 2.9846 -1.6304
C 5.9531 1.5699 -1.9161
C 6.2327 1.1855 -3.3708
P 4.2678 1.3800 -1.1549
C 3.7129 -0.3135 -1.6369
C 3.1426 -0.5698 -3.0264
C 4.8018 -1.3293 -1.2851
C 3.2320 2.5641 -2.1407
C 3.3570 2.6493 -3.5271
C 2.6426 3.5752 -4.2755
C 1.7670 4.4253 -3.6214
C 1.6177 4.3374 -2.2438
C 2.3314 3.4211 -1.4590
Si 1.9335 3.1117 0.4189
C 0.8208 4.7068 0.7838
C 1.2209 6.0458 0.6504
C 0.3223 7.0976 0.6606
C -1.0384 6.8489 0.8076
C -1.4667 5.5495 1.0016
C -0.5587 4.4832 1.0298
P -1.0225 2.7590 1.4756
C -2.4440 2.9727 2.7066
C -1.8188 3.7217 3.8889
C -3.8661 3.4948 2.4705
C -2.9604 2.3629 -0.4834
C -1.9983 3.7854 -2.2920
C -3.8384 1.1779 -0.0998
C 3.6335 3.6753 1.2057
C 4.3406 4.7919 0.7561
C 5.5177 5.2275 1.3542
C 6.0320 4.5234 2.4325
C 5.3638 3.3884 2.8813
C 4.1828 2.9548 2.2822
P 3.3317 1.3701 2.7041
C 1.8908 1.9901 3.6977
C 1.2012 0.8220 4.4033
C 2.1255 3.1817 4.6215
C 4.4035 0.4728 3.9351
C 4.7112 1.0053 5.3347
C 5.6703 -0.0105 3.2191
H 7.4903 3.0968 -1.9698
H 6.4124 3.2198 -0.5657
H 5.8468 3.7248 -2.1574
H 6.5351 0.8914 -1.2798
H 5.9193 1.9745 -4.0580
H 5.7425 0.2594 -3.6719
H 7.3116 1.0526 -3.5115
H 2.9042 -0.5250 -0.9270
H 3.8922 -0.4972 -3.8219
H 2.3424 0.1338 -3.2662
H 2.7196 -1.5780 -3.0453
H 5.6000 -1.3427 -2.0344
H 4.3619 -2.3260 -1.2271
H 5.2528 -1.1133 -0.3129
H 4.0138 1.9599 -4.0434
H 2.7537 3.6078 -5.3521
H 1.1868 5.1517 -4.1803
H 0.9223 5.0174 -1.7650
H 2.2716 6.2701 0.5062
H 0.6777 8.1144 0.5294
H -1.7550 7.6619 0.7788
H -2.5224 5.3633 1.1314
H -2.5587 1.9291 3.0290
H -1.7405 4.7910 3.6814
H -0.8127 3.3636 4.1163
H -2.4319 3.5944 4.7863
H -3.8956 4.5364 2.1536
H -4.4187 3.4442 3.4162
H -4.4197 2.9054 1.7459
H -3.3644 3.2980 -0.0800
H -0.9998 3.6885 -1.8681
H -2.4621 4.6838 -1.8705
H -1.8930 3.9115 -3.3711
H -3.5654 0.3102 -0.7049
H -4.8954 1.4064 -0.2517
H -3.6840 0.9174 0.9472
H 3.9810 5.3149 -0.1254
H 6.0374 6.0973 0.9665
H 6.9508 4.8389 2.9139
H 5.7938 2.8305 3.7016
H 1.2117 2.3079 2.8969
H 1.7482 0.5017 5.2951
H 1.1049 -0.0437 3.7430
H 0.1949 1.1129 4.7225
H 2.9053 2.9919 5.3614
H 1.2059 3.4272 5.1638
H 2.4240 4.0637 4.0527
H 3.7837 -0.4228 4.0760
H 5.3533 1.8869 5.3334
H 5.2329 0.2314 5.9096
H 3.8066 1.2639 5.8833
H 6.3365 0.8161 2.9705
H 5.4221 -0.5191 2.2864
H 6.2252 -0.7104 3.8514
C -8.7913 -10.9595 3.7009
O -8.3492 -10.6689 2.3921
C -7.5850 -9.5478 2.2136
C -7.1891 -9.2835 0.9014
C -6.4124 -8.1808 0.6181
C -6.0087 -7.3143 1.6340
C -6.4059 -7.5845 2.9303
C -7.1922 -8.6950 3.2371
C -5.1633 -6.1524 1.2868
N -4.7255 -5.8867 0.0842
C -3.9625 -4.7401 0.2265
C -3.9574 -4.3280 1.5298
N -4.7376 -5.2405 2.2103
C -3.2599 -3.1632 2.0002
C -3.2525 -2.7051 3.3198
C -2.5417 -1.5716 3.6298
C -1.8592 -0.9146 2.5991
N -1.8578 -1.3287 1.3501
C -2.5350 -2.4458 1.0345
C -2.4996 -2.8974 -0.3708
N -1.7376 -2.1883 -1.2145
C -1.6790 -2.5567 -2.4716
C -2.3839 -3.6606 -2.9812
C -3.1557 -4.3996 -2.1281
C -3.2200 -4.0228 -0.7779
H -9.3958 -11.8597 3.6243
H -9.4014 -10.1467 4.1040
H -7.9483 -11.1446 4.3722
H -7.5010 -9.9613 0.1184
H -6.0965 -7.9689 -0.3944
H -6.1058 -6.9395 3.7470
H -7.4744 -8.8754 4.2629
H -4.9280 -5.2486 3.1942
H -3.7954 -3.2397 4.0923
H -2.4997 -1.1876 4.6406
H -1.2794 -0.0184 2.8026
H -1.0473 -1.9642 -3.1214
H -2.3083 -3.9000 -4.0328
H -3.7119 -5.2653 -2.4639
C 3.3863 -4.9519 -0.1088
C 2.5792 -4.7769 -1.2274
C 1.7296 -3.6721 -1.3072
C 1.6090 -2.6524 -0.3331
C 2.4609 -2.9050 0.7726
C 3.3136 -4.0001 0.9036
H 4.0547 -5.8035 -0.0294
H 2.6154 -5.5063 -2.0333
H 1.1169 -3.6146 -2.2128
H 2.4799 -2.1834 1.5929
H 3.9382 -4.1104 1.7873
O -2.8681 -0.3888 -3.9343
C -3.0824 0.6695 -3.2917
C -4.4907 1.2783 -3.2455
C -4.2485 2.6559 -2.6408
C -2.8281 2.5392 -2.0126
O -1.6640 2.1175 0.0915
N -2.2015 1.3732 -2.6129
H -5.1243 0.6380 -2.6259
H -4.9254 1.2957 -4.2457
H -5.0071 2.9735 -1.9195
H -4.2157 3.4156 -3.4257
C 1.5312 0.8669 -6.3059
Sb -0.0959 0.2338 -4.9821
C 0.3322 -1.8604 -5.3810
C -1.4786 0.3941 -6.6238
H 1.5110 0.2615 -7.2145
H 2.4961 0.7498 -5.8125
H 1.4083 1.9175 -6.5695
H -0.5924 -2.3788 -5.6382
H 0.7774 -2.3424 -4.5116
H 1.0266 -1.9247 -6.2191
H -1.0185 -0.0280 -7.5188
H -1.7148 1.4434 -6.8057
H -2.3892 -0.1369 -6.3576
```

***

Below is C6BCl5F4IrSbSe4 as an isolated structure, with properties calculated with ωB97M-V with the def2-TZVPD basis set.

LUMO (spin up / spin down)	-5.02 / -7.65	eV
expectation value of S²	8.796
F_max	2.117	eV/A
total charge	+1
E_HOMO (spin up / spin down)	-12.42 / -12.59	eV
relative energy (zero: lowest compared OMol25 entry of this formula, charge and spin)	0.000	eV
2S+1	6

```
22
C6BCl5F4IrSbSe4 ωB97M-V with the def2-TZVPD basis set
Ir -0.1126 -1.0960 0.7182
Cl 2.4111 -0.3939 -1.4261
C 1.1919 0.8905 -1.2906
C 0.1161 0.5801 -0.3848
C -0.8963 1.5222 -0.2812
Cl -2.3238 1.1557 0.4779
C -0.8133 2.7670 -0.8937
Cl -1.9140 3.9988 -0.5325
C 0.1886 3.0022 -1.8775
Cl 0.2316 4.4171 -2.7287
C 1.1637 1.9639 -2.1421
Cl 2.3039 2.2065 -3.4069
F 0.7789 -2.7252 -0.5598
B -0.3968 -3.1583 -1.3306
F -0.5127 -2.6279 -2.5595
F -0.8081 -4.3976 -1.0841
F -1.3932 -2.1772 -0.4605
Se -0.2948 0.9425 5.3220
Sb 0.1546 -1.2116 4.1388
Se 1.0875 -3.2369 5.1118
Se -1.3036 -2.5672 2.8527
Se 1.1416 0.1454 2.3373
```

***

Below is C6CaF18O18S6 as an isolated structure, with properties calculated with ωB97M-V with the def2-TZVPD basis set.

LUMO	8.03	eV
F_max	5.293	eV/A
total charge	-4
E_HOMO	0.58	eV
relative energy (zero: lowest compared OMol25 entry of this formula, charge and spin)	4.161	eV

```
49
C6CaF18O18S6 ωB97M-V with the def2-TZVPD basis set
Ca -0.0241 -0.0264 -0.2354
C 1.3952 4.0384 0.7277
F 2.0581 3.6011 -0.2797
F 1.9649 3.6558 1.9040
F 1.3425 5.3410 0.7195
S -0.4284 3.4744 0.6482
O -1.1495 4.2697 -0.3204
O -0.4637 2.0265 0.3746
O -0.9290 3.7411 1.9860
C 4.3053 -1.1291 -1.8887
F 3.6698 -1.6457 -2.9862
F 4.0219 -2.1439 -0.9941
F 5.5538 -0.8667 -2.1384
S 3.3576 0.4472 -1.3560
O 3.8570 0.7131 -0.0468
O 3.7673 1.4793 -2.2734
O 1.8688 0.2018 -1.3590
C -3.6781 0.0685 2.3424
F -2.8903 -0.0302 3.3650
F -4.9298 -0.0091 2.8241
F -3.4699 1.3620 1.9187
S -3.2829 -1.2605 1.0270
O -4.4805 -1.2948 0.1020
O -2.0873 -0.8124 0.3838
O -3.0617 -2.4608 1.7604
C -3.0712 2.2744 -3.5113
F -3.4344 2.8900 -4.6814
F -3.0827 3.0656 -2.5310
F -4.0398 1.4488 -3.2607
S -1.2470 1.3346 -3.5744
O -1.1838 0.4129 -4.7050
O -0.3212 2.4805 -3.7112
O -0.9207 0.6099 -2.3227
C 1.1577 -4.4889 -1.2834
F 0.7571 -5.7855 -1.2942
F 2.2178 -4.2189 -0.5858
F 1.2173 -4.0383 -2.5120
S -0.2867 -3.6145 -0.4379
O 0.0767 -2.1659 -0.6107
O -1.5277 -3.9672 -1.1187
O -0.1945 -4.0359 0.9726
C 1.0201 0.0857 4.1949
F 1.8273 -0.2424 5.1612
F -0.1583 0.3943 4.6755
F 1.6358 1.0982 3.6415
S 0.8473 -1.3590 2.9705
O -0.2120 -2.1490 3.6534
O 0.4991 -0.7102 1.7507
O 2.1363 -2.0598 2.9151
```

***

Below is one molecule with the formula C6Cl2F8, with properties calculated with ωB97M-V with the def2-TZVPD basis set.

LUMO	-0.40	eV
SMILES string	FC1(F)C(Cl)=C(Cl)C(F)(F)C(F)(F)C1(F)F
F_max	2.739	eV/A
E_HOMO	-10.72	eV
relative energy (zero: lowest compared OMol25 entry of this formula, charge and spin)	0.000	eV

```
16
C6Cl2F8 ωB97M-V with the def2-TZVPD basis set
F -2.6891 -0.2841 -0.3483
C -1.4487 0.2625 -0.2346
F -1.6228 1.6277 -0.2178
C -0.5764 -0.0093 -1.4172
Cl -1.3072 -0.1073 -2.9682
C 0.7723 -0.2198 -1.2931
Cl 1.6291 -0.6039 -2.7573
C 1.4942 -0.2278 0.0136
F 1.8846 -1.5103 0.2707
F 2.6035 0.5856 -0.0983
C 0.6128 0.3364 1.1967
F 0.6697 1.7034 1.1101
F 1.1715 -0.0819 2.3701
C -0.8479 -0.1838 1.0820
F -1.5406 0.2814 2.1317
F -0.8049 -1.5688 1.1599
```

***

Below is C6F18O18S6V as an isolated structure, with properties calculated with ωB97M-V with the def2-TZVPD basis set.

LUMO (spin up / spin down)	8.33 / 8.33	eV
expectation value of S²	3.752
F_max	1.572	eV/A
total charge	-4
E_HOMO (spin up / spin down)	2.64 / 0.12	eV
relative energy (zero: lowest compared OMol25 entry of this formula, charge and spin)	0.408	eV
2S+1	4

```
49
C6F18O18S6V ωB97M-V with the def2-TZVPD basis set
V -0.0475 -0.0558 0.2035
C -4.3978 0.8259 1.0477
F -4.6875 1.0803 2.3426
F -4.0617 -0.4538 0.9830
F -5.5283 1.0231 0.3585
S -3.0291 1.9784 0.4031
O -1.8388 1.1487 0.5565
O -3.4651 2.2521 -0.9404
O -3.1103 3.1174 1.3139
C -3.0789 -1.9526 -2.8578
F -3.6503 -2.1741 -4.0613
F -4.0270 -1.3394 -2.1085
F -2.8179 -3.1275 -2.2736
S -1.5061 -0.8860 -2.9477
O -0.6956 -1.6775 -3.8530
O -1.9734 0.3826 -3.4397
O -1.0956 -0.9452 -1.5513
C 3.2936 1.5511 2.9281
F 3.7314 2.4940 2.1068
F 3.8208 0.3795 2.5504
F 3.7751 1.7892 4.1744
S 1.4208 1.4787 3.0137
O 1.0328 2.8800 3.0678
O 1.1027 0.7955 1.7680
O 1.1630 0.7334 4.2332
C -0.5148 -4.1384 0.9702
F 0.6681 -4.1812 0.3924
F -1.4377 -3.9387 0.0274
F -0.7579 -5.3343 1.5377
S -0.6323 -2.7898 2.2793
O -0.8318 -1.5610 1.5155
O -1.8040 -3.1675 3.0510
O 0.6213 -2.8927 3.0009
C 1.1674 3.9810 -0.5264
F 2.2700 3.6064 0.1592
F 0.1815 4.1659 0.3254
F 1.4617 5.1712 -1.1007
S 0.7874 2.7032 -1.8434
O 0.5918 1.4720 -1.0768
O -0.3749 3.2861 -2.4728
O 1.9849 2.6990 -2.6708
C 3.7492 -0.6575 -1.7309
F 4.7418 -1.2031 -2.4625
F 4.3371 0.1525 -0.8424
F 2.9880 0.0516 -2.5342
S 2.7491 -1.9908 -0.8668
O 2.4699 -2.9366 -1.9370
O 3.6671 -2.5081 0.1321
O 1.5877 -1.2872 -0.3443
```

***

Below is one molecule with the formula C6H10, with properties calculated with ωB97M-V with the def2-TZVPD basis set.

LUMO	1.17	eV
SMILES string	C1=CCCCC1
F_max	1.995	eV/A
E_HOMO	-8.86	eV
relative energy (zero: lowest compared OMol25 entry of this formula, charge and spin)	0.612	eV

```
16
C6H10 ωB97M-V with the def2-TZVPD basis set
C 0.1075 1.5358 0.0382
C 1.1920 0.8746 -0.3686
C 1.2657 -0.6270 -0.5375
C -0.0767 -1.3328 -0.2776
C -0.8839 -0.6107 0.8029
C -1.1811 0.8741 0.3805
H -0.0221 2.5989 -0.1349
H 2.0630 1.4472 -0.6774
H 2.0587 -1.0458 0.0969
H 1.5804 -0.8443 -1.5698
H -0.6851 -1.3327 -1.1889
H 0.1117 -2.3860 -0.0258
H -0.2590 -0.6000 1.7280
H -1.7742 -1.1889 1.0806
H -1.7640 1.3550 1.1690
H -1.7329 1.2826 -0.5158
```